[1]
Molecular formula: C31H38N5O6
Method: DFT, ωB97M-V with the def2-TZVPD basis set

- charge = +1
- energy (eV) = -52474.595
- frontier orbital gap (eV) = 6.64
- E_LUMO (eV) = -4.75
- max |F| (eV Å⁻¹) = 4.75
- 2S+1 = 1
- HOMO level (eV) = -11.39

Geometry (Å):
C1 -3.261194 -4.773773 3.068141
C2 -3.912229 -5.996246 2.184318
C3 -4.570973 -5.538211 0.753003
C4 -5.580972 -4.215238 0.900001
C5 -3.486840 -5.158843 -0.416750
C6 -3.547420 -5.812416 -1.955935
N1 -2.496597 -5.324045 -2.909364
N2 -1.474562 -4.440645 -2.810740
C7 -1.261307 -3.752523 -1.517642
C8 -0.042608 -2.619559 -1.357243
C9 -0.485280 -1.309467 -0.474068
C10 -1.251121 -0.129847 -1.316109
C11 -2.144105 0.726033 -0.190381
C12 -2.330943 -0.657652 -2.431077
C13 -2.254195 -4.088773 -0.273313
H1 -2.119152 -5.019798 3.222647
H2 -3.424255 -3.703267 2.622444
H3 -3.748050 -4.813109 4.148288
H4 -3.169983 -6.918673 2.044052
H5 -4.810407 -6.430260 2.837229
H6 -5.224671 -6.437684 0.318530
H7 -6.545502 -4.337596 0.248525
H8 -5.776294 -3.980298 2.032051
H9 -5.000987 -3.267285 0.468512
H10 -4.396024 -6.591725 -2.268756
H11 -2.578877 -5.777617 -3.873057
H12 0.795069 -3.179749 -0.717214
H13 0.466000 -2.367757 -2.388114
H14 0.529751 -0.824796 -0.074046
H15 -1.089199 -1.598900 0.502742
H16 -0.501911 0.594741 -1.882262
H17 -3.108179 1.126465 -0.766261
H18 -1.530674 1.576228 0.329997
H19 -2.566858 -0.000436 0.647187
H20 -3.043947 -1.435449 -1.873009
H21 -1.838545 -1.233844 -3.324029
H22 -3.056199 0.215620 -2.787053
H23 -2.063034 -3.532812 0.754224
C14 4.202061 -5.728689 -1.874344
C15 5.162599 -6.053543 -0.915190
C16 4.783916 -6.258792 0.412915
C17 3.433717 -6.140112 0.770195
C18 2.468424 -5.806536 -0.189179
C19 2.859603 -5.600849 -1.513694
N3 3.025745 -6.379654 2.159674
O1 3.911846 -6.653999 2.982635
O2 1.818837 -6.298032 2.429395
H24 4.501358 -5.575122 -2.909739
H25 6.207118 -6.149918 -1.203715
H26 5.544507 -6.511414 1.148470
H27 1.417814 -5.706324 0.075251
H28 2.117343 -5.344511 -2.266414
C20 3.485056 5.040015 -0.545260
C21 2.318320 5.752416 -0.826954
C22 1.286711 5.148699 -1.548550
C23 1.432920 3.823488 -1.981230
C24 2.606287 3.108518 -1.706476
C25 3.632249 3.723849 -0.986449
N4 0.341724 3.174890 -2.718171
O3 -0.672542 3.846795 -2.957991
O4 0.495252 1.991962 -3.054549
H29 4.284380 5.513137 0.022577
H30 2.211645 6.778326 -0.481001
H31 0.383733 5.717319 -1.759872
H32 2.735058 2.081103 -2.040518
H33 4.545765 3.176212 -0.765482
C26 0.524992 11.878264 2.977436
C27 1.062195 12.026986 1.697813
C28 1.800431 10.990160 1.123886
C29 1.991536 9.801533 1.841811
C30 1.459878 9.652473 3.129672
C31 0.725763 10.697424 3.694313
N5 2.745018 8.698304 1.233844
O5 3.215561 8.875924 0.100379
O6 2.863923 7.651496 1.886604
H34 -0.054691 12.687346 3.418521
H35 0.902674 12.950872 1.145960
H36 2.212431 11.121622 0.125723
H37 1.604727 8.737317 3.699984
H38 0.306389 10.590252 4.692253

Force components x, y, z for each atom (eV/Å):
C 0.35 -0.84 0.69
C -0.71 -0.40 0.34
C -0.38 0.06 -0.90
C 1.09 0.65 -0.33
C 3.14 0.99 -3.25
C 2.47 3.16 2.54
N -2.86 -1.60 1.94
N -0.73 1.14 4.42
C -2.72 -1.72 -0.06
C 0.15 -1.33 0.83
C 0.84 0.67 -0.32
C -1.08 0.55 0.34
C -0.50 -0.44 -0.60
C -0.60 -0.73 0.96
C -0.92 -1.77 -2.46
H -2.23 0.84 -0.39
H 0.33 -2.13 0.81
H 1.05 0.27 -2.35
H -1.50 2.24 0.18
H 1.80 0.91 -1.67
H 1.59 1.89 0.94
H 1.82 0.13 1.53
H 0.07 -0.68 -2.30
H -1.31 -1.98 0.96
H 2.36 1.94 0.38
H 0.41 1.03 1.70
H -1.82 1.02 -1.39
H -1.44 -0.49 1.97
H -2.16 -1.18 -0.85
H 1.15 0.42 -2.21
H -1.49 -1.73 1.47
H 2.26 -0.43 1.45
H -1.29 -1.58 -1.10
H 0.98 1.43 -1.71
H 1.36 1.51 -1.19
H -0.92 1.31 1.58
H 1.92 -1.85 0.57
H -0.52 -1.40 -2.41
C 0.00 -0.01 0.10
C -0.40 0.05 0.08
C -0.13 0.00 0.01
C 0.32 0.14 -0.94
C 0.10 0.00 -0.03
C 0.27 -0.09 0.35
N -0.08 -0.30 1.49
O -1.48 0.46 -1.35
O 1.57 -0.07 -0.38
H -0.06 -0.03 0.22
H -0.23 0.01 0.12
H -0.36 0.04 -0.03
H 0.31 -0.12 0.17
H 0.11 -0.06 0.16
C -0.06 -0.04 -0.05
C -0.08 -0.35 -0.14
C 0.06 -0.06 0.02
C 0.67 0.39 0.47
C -0.02 0.01 0.03
C -0.39 0.18 -0.10
N -0.98 0.03 -0.52
O 1.52 -1.22 0.33
O -0.22 1.42 0.26
H -0.21 -0.05 -0.12
H 0.05 -0.31 -0.16
H 0.15 -0.32 -0.05
H -0.22 0.28 -0.01
H -0.21 0.08 -0.08
C 0.07 -0.10 -0.05
C 0.07 -0.35 0.18
C -0.01 -0.05 0.03
C -0.52 0.75 0.39
C -0.01 0.01 -0.03
C 0.16 0.02 -0.39
N 0.62 -0.73 -0.36
O -0.63 -0.37 1.57
O -0.10 1.38 -1.01
H 0.13 -0.17 -0.09
H 0.07 -0.23 0.08
H -0.03 -0.23 0.27
H 0.07 0.16 -0.31
H 0.12 -0.03 -0.22

***

[2]
Molecular formula: C18H20BN9O2Pt
Method: DFT, ωB97M-V with the def2-TZVPD basis set

- charge = +2
- energy (eV) = -40406.407
- frontier orbital gap (eV) = 8.87
- E_LUMO (eV) = -7.11
- relative energy (zero: lowest compared OMol25 entry of this formula, charge and spin) (eV) = 0.000
- max |F| (eV Å⁻¹) = 0.73
- 2S+1 = 1
- HOMO level (eV) = -15.97

Geometry (Å):
Pt1 0.013670 -0.012435 -0.405994
C1 3.532228 0.991295 1.725836
C2 2.659303 0.051306 1.208034
N1 1.534793 0.666894 0.793094
N2 1.699462 1.988628 0.991551
C3 2.880001 2.207066 1.570857
B1 0.560030 2.927307 0.533424
N3 0.504079 2.812296 -1.009116
C4 0.566052 3.735924 -1.973926
C5 0.190094 3.158074 -3.176350
C6 -0.115299 1.841971 -2.868384
N4 0.093485 1.647709 -1.557550
N5 -0.766162 2.339026 1.084828
C7 -1.677320 2.904746 1.888101
C8 -2.724927 2.022529 2.082402
C9 -2.388080 0.897473 1.345098
N6 -1.207065 1.101521 0.757273
H1 4.499524 0.815965 2.162842
H2 2.775477 -1.018937 1.142403
H3 3.185754 3.207164 1.831789
H4 0.726849 4.045508 0.892702
H5 0.832976 4.753177 -1.738039
H6 0.102474 3.639290 -4.134402
H7 -0.533560 1.066090 -3.487608
H8 -1.523524 3.904264 2.260472
H9 -3.615832 2.179313 2.663966
H10 -2.937777 -0.016273 1.191586
N7 1.516231 -0.870292 -1.608911
C10 1.162533 -1.384273 -2.962045
C11 -0.058622 -2.282065 -2.884909
C12 -1.310525 -1.438687 -2.740499
O1 -2.211095 -1.434578 -3.520402
O2 -1.401236 -0.661279 -1.631990
H11 2.210940 -0.130161 -1.703519
H12 1.962775 -1.614174 -1.075341
H13 2.034563 -1.881335 -3.385719
H14 0.952910 -0.519739 -3.588797
H15 0.009462 -2.963568 -2.031008
H16 -0.142955 -2.877122 -3.790547
N8 -2.216667 -5.420015 4.239951
C13 -1.851444 -4.605475 3.518982
C14 -1.393658 -3.587931 2.617225
C15 -1.995190 -3.411672 1.377204
C16 -1.526933 -2.425895 0.533792
N9 -0.497598 -1.625205 0.870100
C17 0.065745 -1.779883 2.082890
C18 -0.345761 -2.744143 2.974325
H17 -2.824162 -4.030453 1.063720
H18 -1.982106 -2.252384 -0.428069
H19 0.839826 -1.087658 2.360897
H20 0.136247 -2.828926 3.937785

Force components x, y, z for each atom (eV/Å):
Pt -0.01 0.14 -0.07
C 0.02 -0.02 0.00
C -0.04 0.08 0.03
N 0.27 -0.11 -0.28
N -0.25 -0.08 0.24
C 0.01 0.01 -0.06
B -0.03 0.02 -0.02
N -0.09 -0.03 0.03
C -0.14 0.02 -0.01
C -0.07 0.03 0.02
C -0.07 0.01 0.08
N 0.47 -0.23 -0.09
N -0.01 0.09 0.05
C -0.01 0.04 -0.02
C 0.02 0.01 -0.03
C -0.06 -0.03 -0.06
N -0.05 -0.20 -0.21
H 0.00 0.01 0.00
H 0.00 -0.02 0.00
H -0.01 0.00 0.02
H 0.02 0.00 0.00
H 0.02 -0.01 0.00
H 0.02 -0.01 0.00
H 0.05 0.01 -0.03
H 0.00 0.00 0.01
H 0.00 0.00 0.00
H 0.02 -0.01 0.00
N -0.20 -0.06 0.40
C -0.11 0.05 -0.10
C -0.02 0.11 0.04
C 0.17 0.04 0.19
O -0.01 -0.07 -0.06
O -0.47 0.54 0.13
H 0.06 -0.04 0.02
H 0.03 -0.05 -0.08
H -0.02 -0.11 0.09
H 0.08 -0.01 -0.04
H 0.10 -0.07 -0.05
H -0.05 0.00 -0.01
N 0.00 0.00 0.00
C -0.01 0.00 -0.01
C 0.02 0.01 0.04
C -0.03 0.00 -0.06
C 0.08 -0.10 -0.02
N 0.35 -0.06 -0.14
C -0.09 0.07 0.01
C -0.02 -0.02 -0.01
H 0.00 0.00 0.00
H -0.04 -0.01 0.06
H 0.08 0.05 0.00
H 0.01 0.01 0.00

***

[3]
Molecular formula: C39H53AsMnN2O3PS2Se2
Method: DFT, ωB97M-V with the def2-TZVPD basis set

- charge = -1
- energy (eV) = -304234.761
- frontier orbital gap (alpha / beta) (eV) = 3.23 / 3.93
- E_LUMO (alpha / beta) (eV) = 1.47 / 1.46
- relative energy (zero: lowest compared OMol25 entry of this formula, charge and spin) (eV) = 1.654
- max |F| (eV Å⁻¹) = 2.10
- 2S+1 = 6
- HOMO level (alpha / beta) (eV) = -1.77 / -2.46
- ⟨S²⟩ = 8.764

Geometry (Å):
Mn1 2.084402 1.352770 -0.776828
O1 -0.336324 2.630645 -5.928258
C1 0.640304 3.477873 -5.362371
C2 1.195905 2.850950 -4.067693
C3 2.224611 3.855275 -3.491620
O2 3.263457 3.270378 -2.756570
C4 1.877495 1.552683 -4.485509
Se1 2.260965 0.195815 -3.108711
C5 -0.010590 2.586130 -3.160173
Se2 0.212335 2.852679 -1.216529
H1 -0.783358 3.100982 -6.637710
H2 0.212251 4.462835 -5.124353
H3 1.461265 3.630648 -6.083163
H4 1.680367 4.601113 -2.899103
H5 2.716967 4.370921 -4.331547
H6 3.032172 3.249440 -1.794916
H7 2.838127 1.774186 -4.956753
H8 1.226947 1.036812 -5.194736
H9 -0.346253 1.557450 -3.297882
H10 -0.841265 3.247329 -3.422038
C6 6.395794 -1.700714 -1.658738
C7 4.863736 -1.476187 -1.563519
N1 4.608138 -0.202341 -0.948609
C8 5.033982 -0.214884 0.428021
C9 6.529911 -0.592321 0.511395
N2 7.055537 -0.620677 -0.878957
C10 6.802657 0.692026 -1.534982
C11 5.276247 0.849897 -1.683761
H11 6.743398 -1.637978 -2.690594
H12 6.694405 -2.667891 -1.248507
H13 4.395892 -2.254519 -0.958064
H14 4.393023 -1.478489 -2.550630
H15 4.415876 -0.924685 0.973441
H16 4.815484 0.793896 0.822406
H17 6.684937 -1.578474 0.956156
H18 7.098037 0.143520 1.083846
H19 8.063817 -0.791063 -0.852710
H20 7.315661 0.707477 -2.499321
H21 7.211456 1.475482 -0.897363
H22 4.954138 0.796068 -2.722770
H23 4.917958 1.807889 -1.274945
C12 0.769802 -2.764083 0.145711
S1 1.049168 -1.339545 1.268653
C13 2.307562 -2.255121 2.315963
O3 1.899461 -0.430847 0.469973
H24 0.522681 -3.645433 0.725908
H25 1.678745 -2.901011 -0.428534
H26 -0.042628 -2.504147 -0.528109
H27 1.755605 -2.914503 2.973383
H28 2.822450 -1.500771 2.899697
H29 3.007862 -2.813477 1.707053
C14 -2.414725 -1.061886 1.383310
C15 -2.965106 -2.349001 0.817725
As1 -4.248689 -3.296205 2.059907
C16 -5.578239 -1.900228 2.361407
C17 -5.322160 -0.629509 2.895911
C18 -6.311040 0.330795 2.954094
C19 -7.598397 0.048395 2.522475
C20 -7.883162 -1.222743 2.027473
C21 -6.884605 -2.168260 1.935284
C22 -3.111216 -3.146156 3.637663
C23 -1.848094 -3.758179 3.599653
C24 -1.014981 -3.741156 4.699382
C25 -1.423321 -3.132247 5.875811
C26 -2.694290 -2.561913 5.944245
C27 -3.526799 -2.588621 4.843220
P1 -1.234982 -0.128884 0.270138
C28 -2.315089 0.050959 -1.203912
C29 -3.684654 0.309281 -1.209761
C30 -4.393595 0.283905 -2.395365
C31 -3.755105 -0.014126 -3.588970
C32 -2.401186 -0.299594 -3.592777
C33 -1.690827 -0.268246 -2.407798
C34 -1.307275 1.422857 1.239954
C35 -2.445609 2.208896 1.375216
C36 -2.402668 3.375618 2.114785
C37 -1.239237 3.750717 2.763595
C38 -0.106114 2.962533 2.648931
C39 -0.133290 1.814143 1.882358
H30 -1.863402 -1.247845 2.315252
H31 -3.227230 -0.364609 1.595260
H32 -2.160560 -3.060869 0.609506
H33 -3.490176 -2.163874 -0.125863
H34 -4.340831 -0.392445 3.284693
H35 -6.076970 1.313343 3.342941
H36 -8.374417 0.799355 2.578183
H37 -8.890567 -1.462357 1.714161
H38 -7.104825 -3.151170 1.525957
H39 -1.521326 -4.243260 2.685193
H40 -0.035184 -4.204004 4.648486
H41 -0.767459 -3.110731 6.734863
H42 -3.022787 -2.092638 6.862721
H43 -4.521740 -2.162678 4.912401
H44 -4.223653 0.504238 -0.294078
H45 -5.456444 0.491419 -2.384197
H46 -4.320528 -0.026034 -4.511820
H47 -1.899271 -0.547782 -4.518497
H48 -0.633076 -0.515239 -2.408088
H49 -3.363685 1.938248 0.878481
H50 -3.284965 3.999001 2.180101
H51 -1.206632 4.669079 3.335099
H52 0.820270 3.258280 3.118471
H53 0.787755 1.251790 1.752860
S2 3.461584 2.515631 0.448930

Force components x, y, z for each atom (eV/Å):
Mn -0.26 -0.99 -0.69
O -0.52 -0.22 -0.32
C 0.65 0.39 0.21
C -0.01 0.14 -0.22
C -0.27 0.10 -0.31
O 0.07 0.18 0.33
C 0.10 -0.40 0.01
Se -0.26 -0.46 -0.16
C -0.30 -0.02 0.44
Se -0.92 0.41 -0.49
H 0.06 -0.01 0.09
H 0.00 -0.03 0.01
H -0.03 -0.01 0.11
H 0.10 -0.01 -0.03
H -0.14 -0.02 -0.02
H 0.30 0.15 -0.19
H -0.08 0.05 -0.10
H 0.18 0.13 -0.05
H 0.02 0.21 -0.12
H 0.07 -0.08 -0.11
C -0.39 -0.63 -0.37
C -0.12 -0.05 -0.16
N 0.02 -0.26 0.04
C 0.03 0.03 0.25
C -0.41 -0.08 0.72
N 0.84 -0.18 -0.03
C -0.33 0.75 -0.37
C -0.04 0.33 -0.33
H 0.12 0.11 0.07
H 0.13 0.12 0.07
H 0.04 -0.07 0.03
H 0.12 -0.03 -0.01
H 0.07 -0.09 0.09
H 0.02 -0.04 0.03
H 0.15 -0.01 -0.14
H 0.11 0.02 -0.15
H -0.29 0.02 -0.01
H 0.08 -0.13 0.11
H 0.14 -0.08 0.13
H 0.02 -0.03 -0.02
H 0.19 -0.12 0.02
C -0.28 0.46 0.40
S 0.91 -1.88 0.27
C -0.74 0.55 -0.41
O 0.38 0.12 -0.04
H -0.04 -0.23 0.13
H 0.21 0.04 -0.01
H 0.01 0.04 -0.01
H -0.12 -0.22 0.19
H 0.05 0.16 0.06
H 0.11 -0.04 -0.21
C 0.11 0.23 -0.10
C -0.33 -0.14 0.20
As 0.42 -0.01 -0.48
C -0.20 0.52 0.05
C 0.28 -0.51 -0.02
C -0.27 0.32 0.08
C 0.02 -0.39 -0.10
C -0.26 0.57 0.10
C 0.57 -0.52 -0.03
C 0.23 -0.39 0.35
C -0.50 0.24 -0.38
C 0.25 -0.04 0.17
C -0.39 0.18 0.06
C 0.59 -0.17 0.27
C -0.35 0.09 -0.37
P -0.86 0.52 -0.15
C 0.18 -0.09 0.08
C 0.09 -0.03 0.06
C -0.21 0.06 -0.04
C -0.06 0.02 -0.13
C -0.14 -0.03 -0.23
C 0.14 -0.19 0.22
C 0.16 -0.08 0.02
C 0.08 -0.12 0.04
C -0.19 0.08 0.11
C 0.09 0.07 0.03
C 0.09 0.17 0.13
C -0.06 -0.26 0.03
H -0.15 0.15 -0.08
H 0.09 -0.12 0.08
H -0.13 -0.10 0.01
H -0.01 -0.15 0.15
H 0.00 0.02 -0.04
H 0.03 0.02 0.03
H -0.02 0.03 0.00
H -0.02 -0.03 -0.06
H -0.03 0.09 0.03
H 0.04 0.01 0.00
H -0.05 0.00 -0.03
H 0.02 0.02 0.04
H -0.04 -0.01 0.01
H 0.07 0.04 0.04
H -0.01 0.02 0.13
H -0.04 0.01 -0.02
H 0.00 -0.02 -0.05
H 0.07 0.04 -0.01
H 0.08 0.16 -0.05
H -0.09 -0.01 -0.10
H -0.06 0.04 0.01
H 0.00 0.03 0.02
H 0.11 0.04 -0.02
H -0.09 0.20 0.00
S 1.02 1.36 1.22

***

[4]
Molecular formula: C4H9NO
Method: DFT, ωB97M-V with the def2-TZVPD basis set

- charge = 0
- energy (eV) = -7829.286
- frontier orbital gap (eV) = 10.02
- structure (SMILES) = C=NC.CC=O
- E_LUMO (eV) = 0.94
- relative energy (zero: lowest compared OMol25 entry of this formula, charge and spin) (eV) = 3.034
- max |F| (eV Å⁻¹) = 2.14
- 2S+1 = 1
- HOMO level (eV) = -9.08

Geometry (Å):
C1 -0.972415 -0.834912 -1.325212
N1 -0.257154 -1.460560 -2.160302
C2 0.104636 -2.811848 -1.766698
H1 -0.911517 0.235143 -1.053518
H2 -1.573600 -1.309943 -0.555344
H3 -0.500151 -3.136682 -0.887605
H4 1.039031 -2.838616 -1.210489
H5 -0.021306 -3.470355 -2.614175
C3 0.725580 2.570153 2.079214
C4 0.040795 1.770440 1.039190
O1 -0.617346 0.785445 1.254686
H6 0.347597 2.333175 3.068515
H7 0.551542 3.654406 1.980030
H8 1.813396 2.471883 2.161333
H9 0.230911 2.042270 -0.009625

Force components x, y, z for each atom (eV/Å):
C 0.37 0.37 0.88
N 1.05 1.03 1.02
C -1.87 -0.20 1.02
H -0.38 -0.11 -1.59
H 0.05 -0.75 0.34
H -0.58 -0.20 -0.71
H 0.78 0.26 -1.11
H 0.55 -0.45 0.08
C 0.00 1.25 1.31
C 0.60 -0.68 -0.45
O -0.24 0.11 0.31
H -0.19 -0.35 0.08
H -0.01 -0.32 -0.41
H -0.11 -0.32 -0.60
H -0.01 0.35 -0.19

***

- Which value of energy does entry 3 give?
  -304234.761 eV